<i>
ORCA calculation (ωB97M-V/def2-TZVPD) on the ion C5H8N with charge +1.

Positions of all 14 atoms, in Å:
N 1.20533 0.24962 -0.07661
H 2.04185 -1.43782 1.03567
H -2.19394 0.61612 -0.89593
H 1.86590 -1.82624 -0.73244
C -1.23406 -0.68534 0.28260
H -3.24019 0.06817 0.47137
C 1.43432 -1.17897 0.18321
C 0.10336 -0.58704 0.28809
C 1.73566 1.26509 -0.55131
H 2.81508 1.26726 -0.71917
H -2.10474 1.25816 0.67590
H 1.28801 2.27044 -0.67060
H -1.51394 -1.69293 0.55602
C -2.20263 0.41347 0.15321

Properties
Lowest unoccupied orbital energy   -5.25 eV
HOMO level   -0.5397 hartree
SMILES   C=[N+]1C/C1=C/C
Orbital gap   9.43 eV
Multiplicity   1
Charge   +1


<ii>
ORCA calculation (ωB97M-V/def2-TZVPD) on a structure of composition C5H8N.

Positions of all 14 atoms, in Å:
H 0.52036 1.83876 -0.90018
H -2.27378 0.33227 0.87435
H 0.91565 -1.45892 1.54564
C 0.52344 1.22496 0.00023
H -2.27201 0.30203 -0.89074
H 0.91809 -1.45436 -1.54887
C 0.70166 -0.81785 -0.71940
C -1.84912 -0.15734 0.00038
C 0.70192 -0.81837 0.71908
H 0.51956 1.83889 0.90069
C -0.37332 -0.01392 -0.00007
H -2.12731 -1.20799 0.01791
N 1.54035 0.15885 0.00055
H 2.55450 0.23299 0.00042

Properties
Lowest unoccupied orbital energy   -3.21 eV
HOMO level   -0.5823 hartree
Orbital gap   12.64 eV
Multiplicity   1
Charge   +1


<iii>
ORCA calculation (ωB97M-V/def2-TZVPD) on the ion C5H8N with charge +1.

Positions of all 14 atoms, in Å:
H 1.24442 -1.71790 -1.24697
N -1.92950 0.08336 -0.17801
H 2.45389 -0.69173 -0.30789
H -3.71216 0.99334 -0.01338
H -3.63856 -0.68972 -0.89987
C 0.58608 -0.11140 0.10342
H 0.76403 1.79099 1.16754
H 1.35826 -1.96051 0.38519
C 1.33266 1.04281 0.68030
C -3.17032 0.24769 -0.40989
H 2.14212 0.69433 1.19440
C 1.48061 -1.18202 -0.35766
C -0.74562 -0.06237 -0.02692
H 1.83410 1.56313 -0.09027

Properties
Lowest unoccupied orbital energy   -5.58 eV
HOMO level   -0.5283 hartree
SMILES   C=[N+]=C=C(C)C
Orbital gap   8.79 eV
Multiplicity   1
Charge   +1


Which of them is most stable, and which least? Most stable: <iii>; least stable: <i>.


<i>
ORCA calculation (ωB97M-V/def2-TZVPD) on an isolated molecule of C2H4N4.

Positions of all 10 atoms, in Å:
C -0.16650 -0.80167 0.68605
N -0.94494 -0.76613 1.84068
H 0.29217 -1.77344 0.51162
N -1.39513 0.45805 1.85981
N -0.04516 0.22417 -0.04765
H 1.17024 -0.67588 -1.55081
H 1.54371 1.01638 -1.14076
H 0.09649 0.64012 -2.08278
C 0.73331 0.29145 -1.26473
N -1.28418 1.38695 1.18857

Properties
Lowest unoccupied orbital energy   0.24 eV
HOMO level   -0.3550 hartree
Orbital gap   9.89 eV
Multiplicity   1


<ii>
ORCA calculation (ωB97M-V/def2-TZVPD) on a structure of composition C2H4N4.

Positions of all 10 atoms, in Å:
H -2.07532 -0.43202 0.95407
N 1.59330 -0.57786 -0.76943
N 0.31768 -0.65560 -0.82286
H 2.81264 0.52895 0.54949
H -1.18073 -0.83115 -0.98399
N 0.70221 0.70625 0.83906
C -1.65469 -0.04659 0.00294
H -2.12417 0.94742 -0.14775
N -0.20831 0.10037 0.12519
C 1.81738 0.26023 0.25329

Properties
Lowest unoccupied orbital energy   1.07 eV
HOMO level   -0.3968 hartree
Orbital gap   11.87 eV
Multiplicity   1


Which of them is most stable, and which least? Most stable: <i>; least stable: <ii>.


<i>
ORCA calculation (ωB97M-V/def2-TZVPD) on an isolated molecule of C2H4N4.

Positions of all 10 atoms, in Å:
H 2.33478 -0.02399 -0.64398
N -0.51162 -1.13108 -0.12170
N 1.81759 -0.31500 0.17733
N -1.14816 1.81906 -0.06713
C -0.19527 1.05910 0.01905
N -1.72089 -0.81030 -0.14024
C 0.43188 -0.09832 0.05717
H 2.00440 -1.29139 0.36340
H -2.25380 -1.65066 -0.36799
H -0.82035 2.39717 0.71863

Properties
Lowest unoccupied orbital energy   0.40 eV
HOMO level   -0.3008 hartree
SMILES   [H]/N=N/C(N)=C=N
Orbital gap   8.58 eV
Multiplicity   1


<ii>
ORCA calculation (ωB97M-V/def2-TZVPD) on an isolated molecule of C2H4N4.

Positions of all 10 atoms, in Å:
H -1.85990 -1.31719 0.28994
N -0.16162 1.31792 0.12658
N 0.18427 -0.93535 0.21833
H -2.26594 1.14566 0.04057
H 1.02523 -1.38616 -0.28476
C 0.79248 0.29394 0.06529
H 2.71397 0.80017 -0.11286
C -1.28403 0.67110 0.03970
N -1.16479 -0.69173 -0.10232
N 2.02033 0.10165 -0.28047

Properties
Lowest unoccupied orbital energy   0.82 eV
HOMO level   -0.3150 hartree
SMILES   [H]/N=c1\nc[nH][nH]1
Orbital gap   9.39 eV
Multiplicity   1


Which of them is most stable, and which least? Most stable: <ii>; least stable: <i>.